# C32H30ClGaN2OPS

A structure of composition C32H30ClGaN2OPS (wB97M-V/def2-TZVPD, the Open Molecules 2025 dataset).

Structure (XYZ):
```
69
Properties=species:S:1:pos:R:3:forces:R:3:lowdin_charge:R:1
Ga -0.086 0.357 -1.776 0.02 0.37 -0.12 0.319
C 1.434 1.719 -3.926 0.63 -0.60 0.22 -0.044
N 1.819 0.990 -2.623 0.23 0.06 -1.33 -0.273
C 2.959 0.005 -2.890 -0.90 0.38 1.38 -0.027
C 2.257 2.074 -1.717 0.61 -0.34 0.19 -0.189
C 1.122 2.909 -1.231 -0.85 0.53 0.10 -0.264
C 1.320 4.223 -0.767 0.67 -0.36 -0.12 -0.026
C 0.235 4.939 -0.298 0.16 0.79 0.05 -0.082
C -1.040 4.419 -0.389 -0.15 0.00 0.01 -0.088
C -1.254 3.157 -0.916 0.26 -0.75 0.53 -0.099
C -0.154 2.323 -1.246 -0.40 0.46 -0.26 -0.184
H 2.288 2.367 -4.286 -0.82 -0.73 0.47 0.118
H 0.560 2.346 -3.707 0.34 -0.17 -0.22 0.083
H 1.187 0.970 -4.698 0.08 0.36 0.38 0.092
H 3.791 0.568 -3.310 0.09 -0.17 -0.14 0.093
H 2.631 -0.824 -3.524 -0.04 0.47 -0.05 0.091
H 3.259 -0.449 -1.911 -0.21 0.50 -0.76 0.103
H 3.034 2.647 -2.210 0.10 0.42 -0.23 0.131
H 2.735 1.658 -0.847 0.32 -0.61 0.27 0.096
H 2.337 4.662 -0.753 -0.70 -0.30 -0.06 0.127
H 0.312 5.964 0.087 0.37 -0.51 -0.12 0.116
H -1.844 5.033 -0.001 -0.21 -0.18 -0.26 0.110
H -2.286 2.808 -0.946 0.33 -0.15 -0.18 0.074
Cl -3.320 0.601 0.208 0.10 0.30 0.44 0.715
C -2.486 1.446 1.519 -0.60 0.33 0.05 -0.624
C -3.161 2.458 2.218 1.17 -0.16 0.07 -0.076
C -2.447 3.183 3.184 0.13 -0.46 -0.62 -0.045
C -1.123 2.812 3.504 -0.98 0.49 -0.14 -0.062
C -0.513 1.755 2.864 -1.29 0.42 -0.94 -0.070
C -1.179 1.102 1.792 1.08 0.04 0.78 -0.375
P -0.435 -0.266 0.834 -0.05 0.35 0.63 1.074
C -1.326 -1.620 1.642 0.27 -0.22 0.95 -0.380
C -1.842 -2.649 0.892 -0.78 -0.61 -0.57 -0.114
C -2.286 -3.814 1.531 -0.54 -1.67 -0.76 -0.097
C -2.199 -4.018 2.886 0.64 1.71 0.79 -0.055
C -1.673 -2.922 3.664 -0.99 -1.10 0.22 -0.057
C -1.315 -1.724 3.082 -0.01 -0.75 -1.51 -0.066
C 1.276 -0.477 1.499 -0.78 -0.41 -0.22 -0.332
C 2.181 0.563 1.362 0.54 -0.61 0.36 -0.116
C 3.542 0.351 1.624 -0.95 0.13 -0.01 -0.070
C 3.981 -0.846 2.151 0.75 0.18 -0.62 -0.070
C 3.056 -1.876 2.254 1.07 -1.15 0.29 -0.077
C 1.726 -1.735 1.911 0.38 0.45 0.31 -0.073
H -4.175 2.685 1.945 -0.22 0.16 0.05 0.105
H -2.916 4.063 3.615 0.11 -0.24 0.19 0.111
H -0.548 3.385 4.223 -0.19 -0.07 0.08 0.111
H 0.475 1.551 3.185 0.85 -0.61 -0.15 0.094
H -2.057 -2.601 -0.204 0.65 0.29 1.02 0.108
H -2.682 -4.664 0.923 0.22 0.98 0.38 0.118
H -2.588 -4.922 3.369 0.39 0.41 -0.26 0.114
H -1.641 -3.049 4.755 0.03 0.23 -0.53 0.113
H -1.023 -0.883 3.688 0.26 0.07 0.05 0.107
H 1.794 1.527 1.114 0.06 0.60 -0.43 0.091
H 4.237 1.105 1.344 0.52 0.73 0.22 0.100
H 5.075 -0.959 2.352 -1.22 -0.19 -0.08 0.129
H 3.452 -2.863 2.527 -0.44 0.40 0.14 0.117
H 1.087 -2.588 2.066 -0.32 -0.02 -0.28 0.103
O 0.586 -1.573 -1.824 -0.56 0.32 -0.13 -0.187
N -0.377 -2.419 -2.227 0.00 -0.66 -0.20 -0.175
C -0.283 -3.719 -1.831 -0.03 1.28 0.27 -0.008
C -1.240 -4.614 -2.182 0.03 -0.28 -0.22 -0.055
C -2.274 -4.275 -3.029 -0.57 1.58 -1.15 -0.017
C -2.335 -2.951 -3.462 0.62 -1.15 0.08 -0.064
C -1.397 -2.023 -3.032 0.15 0.97 0.40 -0.607
S -1.611 -0.336 -3.401 0.58 -0.01 0.41 0.795
H 0.518 -3.904 -1.140 0.26 -0.15 -0.03 0.147
H -1.139 -5.600 -1.840 0.13 -1.17 0.49 0.108
H -3.021 -4.953 -3.434 0.30 -0.19 0.40 0.127
H -2.990 -2.607 -4.235 -0.66 0.00 0.01 0.110
```
Forces are in eV/Å.

Computed properties:
- Calculated total energy: -123715.7112 eV
- E_HOMO: -11.19 eV
- Net charge: +1
- 2S+1: 1
- Energy above the lowest of the compared OMol25 structures with the same formula, charge and spin: 46.0 kJ/mol
- Orbital gap: 8.5 eV